# 1
{"formula": "C56H112O28S14", "method": "the ωB97M-V functional and the def2-TZVPD basis", "total_energy_ev": -268905.089, "total_charge": 0, "homo_lumo_gap_ev": 9.9, "e_lumo_ev": 0.1, "species": ["C", "C", "C", "S", "O", "O", "C", "H", "H", "H", "H", "H", "H", "H", "H", "C", "C", "C", "S", "O", "O", "C", "H", "H", "H", "H", "H", "H", "H", "H", "C", "C", "C", "S", "O", "O", "C", "H", "H", "H", "H", "H", "H", "H", "H", "C", "C", "C", "S", "O", "O", "C", "H", "H", "H", "H", "H", "H", "H", "H", "C", "C", "C", "S", "O", "O", "C", "H", "H", "H", "H", "H", "H", "H", "H", "C", "C", "C", "S", "O", "O", "C", "H", "H", "H", "H", "H", "H", "H", "H", "C", "C", "C", "S", "O", "O", "C", "H", "H", "H", "H", "H", "H", "H", "H", "C", "C", "C", "S", "O", "O", "C", "H", "H", "H", "H", "H", "H", "H", "H", "C", "C", "C", "S", "O", "O", "C", "H", "H", "H", "H", "H", "H", "H", "H", "C", "C", "C", "S", "O", "O", "C", "H", "H", "H", "H", "H", "H", "H", "H", "C", "C", "C", "S", "O", "O", "C", "H", "H", "H", "H", "H", "H", "H", "H", "C", "C", "C", "S", "O", "O", "C", "H", "H", "H", "H", "H", "H", "H", "H", "C", "C", "C", "S", "O", "O", "C", "H", "H", "H", "H", "H", "H", "H", "H", "C", "C", "C", "S", "O", "O", "C", "H", "H", "H", "H", "H", "H", "H", "H"], "positions_angstrom": [[6.11, -0.38, -1.11], [6.75, -1.75, -1.55], [6.88, -1.75, -3.06], [5.48, -0.83, -3.67], [4.52, -1.74, -4.27], [5.83, 0.28, -4.45], [4.92, -0.30, -2.06], [6.75, 0.46, -1.33], [5.84, -0.41, -0.04], [6.08, -2.55, -1.20], [7.70, -1.91, -1.08], [6.74, -2.77, -3.45], [7.78, -1.28, -3.38], [4.28, -1.09, -1.81], [4.52, 0.70, -2.07], [-6.93, -1.98, -5.88], [-6.41, -0.52, -6.08], [-6.79, 0.39, -4.94], [-6.99, -0.77, -3.47], [-8.27, -0.75, -2.82], [-5.86, -0.57, -2.61], [-6.75, -2.33, -4.44], [-6.38, -2.73, -6.49], [-8.04, -2.04, -6.02], [-6.89, -0.05, -6.95], [-5.32, -0.52, -6.17], [-7.79, 0.84, -5.07], [-6.16, 1.20, -4.59], [-7.39, -3.06, -3.99], [-5.72, -2.52, -4.29], [-1.69, -5.01, 2.22], [-3.16, -5.15, 1.68], [-3.95, -3.75, 1.80], [-2.59, -2.67, 1.29], [-2.46, -1.58, 2.27], [-2.67, -2.35, -0.09], [-1.13, -3.76, 1.57], [-1.17, -5.85, 1.82], [-1.70, -4.89, 3.32], [-3.74, -5.93, 2.17], [-3.05, -5.31, 0.62], [-4.25, -3.50, 2.82], [-4.75, -3.68, 1.07], [-0.33, -3.27, 2.21], [-0.74, -3.91, 0.59], [3.75, -1.91, 3.12], [4.71, -3.11, 3.08], [3.97, -4.30, 3.59], [2.29, -4.05, 2.90], [1.26, -4.13, 3.87], [2.11, -4.84, 1.68], [2.50, -2.28, 2.37], [4.26, -1.06, 2.65], [3.57, -1.58, 4.16], [5.57, -2.95, 3.72], [5.02, -3.32, 2.00], [3.95, -4.43, 4.69], [4.26, -5.26, 3.17], [1.56, -1.90, 2.72], [2.46, -2.34, 1.28], [6.10, 3.74, 2.35], [4.59, 3.98, 2.19], [3.84, 3.00, 3.07], [4.95, 1.56, 2.96], [4.67, 1.07, 1.64], [4.87, 0.66, 4.07], [6.55, 2.40, 2.95], [6.51, 4.56, 2.85], [6.55, 3.76, 1.37], [4.25, 3.87, 1.18], [4.40, 5.00, 2.53], [2.78, 2.80, 2.76], [3.73, 3.33, 4.10], [7.26, 1.90, 2.35], [6.79, 2.45, 4.01], [-0.48, -1.76, 7.20], [0.58, -2.71, 7.65], [-0.03, -4.07, 7.54], [-1.80, -3.90, 7.32], [-2.40, -3.55, 8.58], [-2.28, -5.06, 6.55], [-1.56, -2.47, 6.35], [-0.10, -0.93, 6.66], [-1.03, -1.40, 8.02], [0.99, -2.51, 8.68], [1.50, -2.68, 7.01], [0.02, -4.76, 8.43], [0.26, -4.61, 6.61], [-2.41, -1.77, 6.21], [-1.21, -2.73, 5.34], [0.10, -2.95, -4.67], [-1.27, -3.78, -4.59], [-2.16, -2.92, -3.72], [-2.08, -1.41, -4.60], [-2.39, -0.27, -3.75], [-2.89, -1.50, -5.81], [-0.35, -1.53, -5.14], [0.93, -3.29, -5.26], [0.54, -2.91, -3.67], [-1.16, -4.75, -4.09], [-1.63, -3.82, -5.61], [-1.90, -2.85, -2.65], [-3.17, -3.35, -3.77], [0.19, -0.74, -4.59], [-0.26, -1.37, -6.17], [-3.73, 2.97, -3.94], [-2.20, 3.05, -3.93], [-1.76, 4.41, -3.42], [-3.03, 5.52, -3.94], [-2.92, 5.60, -5.39], [-3.10, 6.77, -3.24], [-4.24, 4.34, -3.42], [-4.13, 2.13, -3.39], [-4.11, 2.86, -4.95], [-1.75, 2.83, -4.88], [-1.82, 2.27, -3.26], [-0.88, 4.73, -3.88], [-1.68, 4.38, -2.32], [-5.28, 4.48, -3.76], [-4.13, 4.34, -2.35], [-2.03, 1.96, 4.98], [-1.17, 2.00, 6.22], [0.30, 1.98, 5.67], [0.15, 1.07, 4.04], [0.93, -0.15, 4.03], [0.37, 1.98, 2.91], [-1.61, 0.79, 4.16], [-1.89, 2.91, 4.44], [-3.06, 1.95, 5.27], [-1.37, 1.21, 6.88], [-1.27, 2.95, 6.71], [1.05, 1.45, 6.26], [0.70, 3.01, 5.42], [-1.77, -0.12, 4.70], [-2.01, 0.81, 3.20], [-1.69, 7.12, 1.60], [-1.97, 5.82, 0.80], [-1.64, 4.61, 1.66], [-0.16, 5.23, 2.53], [1.11, 4.81, 1.94], [-0.35, 5.15, 3.99], [-0.23, 6.96, 2.01], [-2.39, 7.08, 2.47], [-1.80, 7.95, 0.95], [-1.26, 5.80, -0.09], [-3.02, 5.73, 0.54], [-1.41, 3.72, 1.14], [-2.34, 4.48, 2.41], [0.46, 7.16, 1.14], [0.04, 7.58, 2.87], [3.69, 2.80, -4.39], [2.89, 3.91, -5.10], [3.18, 5.20, -4.34], [2.85, 4.66, -2.58], [1.42, 4.76, -2.28], [3.87, 5.33, -1.80], [3.42, 2.83, -2.87], [4.74, 3.02, -4.54], [3.38, 1.86, -4.80], [1.80, 3.67, -5.04], [3.17, 3.95, -6.13], [2.58, 6.06, -4.67], [4.28, 5.41, -4.32], [2.65, 2.16, -2.50], [4.39, 2.78, -2.37], [2.35, -6.73, -1.46], [1.58, -5.67, -2.20], [2.37, -4.37, -2.15], [4.06, -4.88, -1.72], [4.46, -4.60, -0.30], [4.91, -4.28, -2.73], [3.84, -6.65, -1.85], [1.90, -7.72, -1.51], [2.37, -6.58, -0.33], [0.59, -5.51, -1.69], [1.50, -5.88, -3.30], [2.04, -3.70, -1.42], [2.54, -3.96, -3.16], [4.54, -7.22, -1.22], [4.00, -6.98, -2.86], [-5.37, -0.04, 0.90], [-6.62, 0.85, 0.57], [-6.13, 1.78, -0.55], [-4.59, 2.37, 0.16], [-4.84, 3.30, 1.22], [-3.54, 2.80, -0.75], [-4.07, 0.75, 0.87], [-5.35, -0.71, 0.07], [-5.52, -0.63, 1.80], [-7.17, 1.39, 1.39], [-7.35, 0.21, 0.09], [-6.75, 2.57, -0.95], [-5.79, 1.08, -1.27], [-3.63, 1.02, 1.77], [-3.33, 0.31, 0.19], [0.02, 1.95, -0.67], [1.45, 1.83, 0.02], [1.75, 0.35, 0.24], [0.74, -0.48, -1.01], [0.46, -1.84, -0.65], [1.24, -0.28, -2.34], [-0.57, 0.59, -0.81], [0.17, 2.44, -1.65], [-0.70, 2.50, -0.05], [1.55, 2.48, 0.89], [2.09, 2.33, -0.72], [1.42, -0.04, 1.18], [2.72, -0.02, 0.06], [-1.17, 0.33, 0.08], [-1.23, 0.49, -1.65]]}

***

# 2
{"formula": "C56H122B4F16N6O6", "method": "the ωB97M-V functional and the def2-TZVPD basis", "total_energy_ev": -127484.706, "total_charge": 0, "homo_lumo_gap_ev": 7.8, "e_lumo_ev": 0.2, "species": ["C", "C", "C", "N", "C", "C", "C", "C", "C", "C", "H", "H", "H", "H", "H", "H", "H", "H", "H", "H", "H", "H", "H", "H", "H", "H", "H", "H", "H", "H", "C", "C", "C", "N", "C", "C", "C", "C", "C", "C", "H", "H", "H", "H", "H", "H", "H", "H", "H", "H", "H", "H", "H", "H", "H", "H", "H", "H", "H", "H", "C", "C", "C", "N", "C", "C", "C", "C", "C", "C", "H", "H", "H", "H", "H", "H", "H", "H", "H", "H", "H", "H", "H", "H", "H", "H", "H", "H", "H", "H", "C", "C", "C", "N", "C", "C", "C", "C", "C", "C", "H", "H", "H", "H", "H", "H", "H", "H", "H", "H", "H", "H", "H", "H", "H", "H", "H", "H", "H", "H", "C", "C", "C", "N", "C", "C", "C", "C", "C", "C", "H", "H", "H", "H", "H", "H", "H", "H", "H", "H", "H", "H", "H", "H", "H", "H", "H", "H", "H", "H", "C", "C", "C", "N", "C", "C", "C", "C", "C", "C", "H", "H", "H", "H", "H", "H", "H", "H", "H", "H", "H", "H", "H", "H", "H", "H", "H", "H", "H", "H", "B", "F", "F", "F", "F", "B", "F", "F", "F", "F", "B", "F", "F", "F", "F", "B", "F", "F", "F", "F", "O", "C", "O", "O", "H", "O", "C", "O", "O", "H"], "positions_angstrom": [[1.65, 9.92, -4.42], [1.76, 8.53, -3.77], [2.69, 8.50, -2.58], [2.54, 7.24, -1.76], [3.66, 7.17, -0.69], [3.50, 6.00, 0.25], [2.18, 6.11, 0.97], [0.99, 6.12, 0.02], [1.15, 7.16, -1.11], [2.70, 5.99, -2.61], [0.81, 9.99, -5.11], [2.53, 10.19, -5.00], [1.59, 10.75, -3.71], [2.18, 7.92, -4.58], [0.80, 8.06, -3.59], [2.37, 9.26, -1.85], [3.76, 8.56, -2.74], [3.73, 8.11, -0.15], [4.60, 7.12, -1.25], [4.30, 6.03, 1.00], [3.65, 5.05, -0.27], [2.16, 7.09, 1.46], [2.08, 5.43, 1.81], [0.08, 6.24, 0.60], [0.86, 5.12, -0.42], [0.88, 8.15, -0.73], [0.37, 7.00, -1.86], [3.66, 6.20, -3.08], [1.84, 5.96, -3.27], [2.69, 5.04, -2.09], [-3.53, -6.64, 4.57], [-3.32, -5.88, 3.22], [-4.31, -6.21, 2.13], [-4.25, -5.21, 0.99], [-2.91, -5.11, 0.30], [-2.57, -6.35, -0.51], [-3.64, -6.63, -1.56], [-4.97, -6.74, -0.87], [-5.29, -5.48, -0.07], [-4.48, -3.82, 1.54], [-2.96, -6.11, 5.32], [-3.23, -7.66, 4.33], [-4.58, -6.63, 4.86], [-2.31, -6.13, 2.86], [-3.18, -4.82, 3.39], [-5.33, -6.19, 2.51], [-4.11, -7.20, 1.73], [-2.04, -4.84, 0.91], [-2.99, -4.28, -0.40], [-2.31, -7.25, 0.05], [-1.68, -5.99, -1.04], [-3.40, -7.57, -2.05], [-3.63, -5.82, -2.30], [-4.93, -7.57, -0.16], [-5.79, -6.88, -1.58], [-6.25, -5.64, 0.41], [-5.34, -4.60, -0.71], [-3.62, -3.45, 2.09], [-5.32, -3.83, 2.23], [-4.74, -3.13, 0.75], [6.49, -1.68, 0.35], [5.28, -2.47, -0.15], [5.40, -3.97, -0.35], [4.29, -4.53, -1.19], [4.26, -6.03, -0.94], [3.10, -6.78, -1.54], [1.75, -6.10, -1.36], [1.77, -4.59, -1.60], [2.95, -3.89, -0.93], [4.54, -4.36, -2.66], [6.32, -0.60, 0.41], [7.40, -1.85, -0.24], [6.74, -1.87, 1.40], [4.87, -1.93, -1.01], [4.49, -2.12, 0.53], [5.42, -4.49, 0.60], [6.32, -4.22, -0.88], [4.02, -6.12, 0.13], [5.27, -6.41, -1.08], [3.09, -7.76, -1.06], [3.36, -7.01, -2.59], [1.55, -6.13, -0.28], [0.94, -6.62, -1.87], [0.84, -4.15, -1.22], [1.64, -4.39, -2.67], [2.77, -3.96, 0.15], [2.84, -2.87, -1.29], [5.20, -5.19, -2.93], [4.87, -3.39, -3.01], [3.66, -4.60, -3.26], [-2.81, 0.91, -4.10], [-3.11, 2.32, -3.61], [-4.41, 2.80, -4.17], [-5.09, 3.95, -3.47], [-6.03, 4.80, -4.34], [-7.23, 3.99, -4.84], [-8.05, 3.41, -3.67], [-7.09, 2.67, -2.76], [-5.93, 3.53, -2.28], [-4.08, 4.99, -3.00], [-3.52, 0.15, -3.76], [-1.80, 0.57, -3.90], [-2.91, 0.87, -5.19], [-2.29, 2.96, -3.91], [-3.24, 2.38, -2.52], [-5.13, 2.01, -4.36], [-4.26, 3.20, -5.18], [-5.58, 5.26, -5.21], [-6.42, 5.55, -3.66], [-6.90, 3.28, -5.60], [-7.87, 4.67, -5.40], [-8.79, 2.74, -4.09], [-8.47, 4.25, -3.13], [-6.73, 1.74, -3.18], [-7.72, 2.39, -1.91], [-5.26, 2.92, -1.65], [-6.15, 4.34, -1.59], [-3.50, 4.54, -2.20], [-4.67, 5.78, -2.53], [-3.43, 5.28, -3.82], [-3.41, -0.17, -0.15], [-2.10, -0.95, -0.23], [-0.97, -0.45, 0.68], [0.24, 0.09, -0.08], [-0.17, 1.28, -0.96], [1.13, 1.94, -1.36], [1.74, 2.57, -0.13], [2.35, 1.38, 0.62], [1.21, 0.39, 1.02], [0.86, -1.04, -0.87], [-3.18, 0.82, 0.26], [-4.23, -0.60, 0.44], [-3.92, -0.02, -1.10], [-1.81, -0.94, -1.28], [-2.19, -2.01, 0.00], [-0.60, -1.26, 1.31], [-1.37, 0.31, 1.35], [-0.87, 1.93, -0.43], [-0.64, 0.81, -1.82], [0.96, 2.61, -2.20], [1.90, 1.29, -1.77], [0.92, 3.11, 0.33], [2.59, 3.21, -0.38], [2.85, 1.76, 1.52], [3.16, 0.83, 0.13], [0.71, 0.77, 1.92], [1.63, -0.52, 1.48], [1.92, -0.78, -0.89], [0.46, -1.05, -1.88], [0.71, -1.99, -0.36], [-0.12, 0.42, 4.57], [1.43, 0.44, 4.74], [1.77, -0.69, 5.70], [3.26, -0.59, 6.11], [3.42, -1.49, 7.33], [3.14, -2.99, 6.99], [4.04, -3.47, 5.88], [3.99, -2.53, 4.70], [4.21, -1.06, 4.93], [3.72, 0.79, 6.50], [-0.43, -0.51, 4.09], [-0.42, 1.30, 4.00], [-0.60, 0.56, 5.54], [1.67, 1.43, 5.11], [1.89, 0.34, 3.76], [1.64, -1.64, 5.20], [1.15, -0.73, 6.59], [2.79, -1.08, 8.11], [4.44, -1.50, 7.71], [2.13, -3.20, 6.63], [3.19, -3.52, 7.94], [3.66, -4.44, 5.56], [5.07, -3.67, 6.20], [3.09, -2.66, 4.09], [4.76, -2.83, 3.98], [3.83, -0.52, 4.06], [5.20, -0.81, 5.29], [4.75, 0.67, 6.83], [3.05, 1.09, 7.30], [3.64, 1.47, 5.66], [3.90, 3.37, 3.66], [2.51, 3.22, 3.43], [4.01, 3.86, 4.99], [4.57, 2.15, 3.52], [4.34, 4.36, 2.76], [4.36, 0.00, -2.94], [4.98, 0.25, -1.64], [5.39, -0.39, -3.80], [3.42, -1.01, -2.79], [3.78, 1.19, -3.38], [-6.96, -0.52, 1.20], [-6.18, -1.66, 1.46], [-7.01, -0.31, -0.19], [-8.24, -0.69, 1.78], [-6.31, 0.58, 1.80], [0.75, -3.76, 2.87], [-0.43, -4.51, 2.71], [1.56, -3.97, 1.74], [0.52, -2.39, 3.00], [1.38, -4.32, 4.02], [0.40, 4.38, -4.43], [-0.63, 4.90, -3.66], [-0.72, 4.35, -2.50], [-1.05, 6.04, -3.95], [0.45, 3.69, -3.71], [-1.51, -3.71, -2.19], [-0.95, -3.13, -3.32], [-1.15, -1.86, -3.36], [-0.38, -3.73, -4.24], [-1.75, -2.74, -2.00]]}